A 2-piece molecular cluster, C4H13NS overall at a distorted geometry, computed with the ωB97M-V functional and the def2-TZVPD basis.

Last column: natural (NBO) charge in e.
Positions of all 19 atoms, in Å:
C 1.42905 -0.41702 -2.09166  -0.64
C 1.15797 1.13036 -2.34480  -0.50
S -0.62922 1.59996 -2.40864  -0.06
H 0.93763 -0.94352 -2.89617  0.23
H 0.87199 -0.51021 -1.13910  0.22
H 2.54729 -0.29316 -1.85513  0.23
H 1.54915 1.46434 -3.30636  0.20
H 1.63050 1.88364 -1.62001  0.22
C -1.15901 -1.73879 1.71918  -0.63
C -1.20284 -0.16818 1.78182  -0.21
N -0.00933 0.53665 2.11567  -0.87
H -1.29208 -2.10854 2.71035  0.21
H -1.99695 -2.10093 1.13587  0.22
H -0.31817 -2.17223 1.17127  0.21
H -1.62489 0.19677 0.79980  0.17
H -1.88376 0.08361 2.63730  0.16
H -0.57291 2.30474 -1.35478  0.11
H 0.63079 -0.13752 2.35254  0.36
H -0.06520 1.39001 2.59286  0.37

Summary:
SMILES: CCN.CCS
Kohn-Sham gap, eV: 9.72
Calculated total energy, hartree: -613.0722
LUMO energy, eV: 0.977
Relative energy (zero: lowest compared OMol25 entry of this formula, charge and spin), kcal/mol: 35.6
Highest occupied orbital energy, eV: -8.745

---

A 2-piece molecular cluster, C4H13NS overall at a distorted geometry, computed with the ωB97M-V functional and the def2-TZVPD basis.

Last column: natural (NBO) charge in e.
Positions of all 19 atoms, in Å:
C 2.20537 2.28211 -2.61502  -0.75
S 3.22924 3.81924 -2.44369  0.89
C 1.94177 5.04963 -2.35434  -0.86
H 2.32684 1.71787 -3.53040  0.30
H 2.47018 1.77246 -1.65179  0.29
H 1.27564 2.76184 -2.33761  0.25
H 1.48383 5.24807 -1.37872  0.31
H 1.21293 4.76915 -3.13377  0.28
H 2.27081 5.97360 -2.88209  0.30
C -2.02087 -2.31865 2.86631  -0.42
N -1.23720 -3.51151 2.59238  -0.62
C -1.82559 -4.38542 1.57017  -0.44
H -2.51833 -1.82637 2.03568  0.16
H -1.36361 -1.51463 3.33696  0.20
H -2.89077 -2.59184 3.47698  0.20
H -0.29337 -3.32949 2.25221  0.35
H -1.53007 -5.41862 1.76261  0.22
H -2.88127 -4.53494 1.86427  0.19
H -1.85554 -3.96251 0.56987  0.17

Summary:
Kohn-Sham gap (spin up / spin down), eV: 6.65 / 1.56
⟨S²⟩: 0.753
Calculated total energy, hartree: -612.7506
LUMO energy (spin up / spin down), eV: -3.696 / -8.795
Net charge: +1
Relative energy (zero: lowest compared OMol25 entry of this formula, charge and spin), kcal/mol: 59.4
Multiplicity: 2
Highest occupied orbital energy (spin up / spin down), eV: -10.351 / -10.351